1.
Below is a gas-phase ion, C11H15N2 (charge +1), with properties calculated with ωB97M-V with the def2-TZVPD basis set.

```
28
Properties=species:S:1:pos:R:3
C -1.8187 0.8868 -0.0175
C 0.5214 1.7050 0.5755
H -0.2859 -2.3340 1.3696
H 3.5128 0.7141 0.0671
H 0.3601 -3.5043 0.2699
C 0.4000 -0.1942 -0.5405
C -2.8246 -0.1243 0.3845
H -3.0336 -0.4894 1.4969
H -2.8268 2.0004 -1.3877
H -3.8079 0.2956 0.0850
H -0.1111 -0.1212 -1.4821
H -1.1293 -2.6698 -0.1997
H 1.3303 2.9606 -0.7966
H 2.1191 1.9087 2.3744
C 1.8501 1.6400 1.3219
H -2.7564 -1.0825 -0.1685
C -0.4188 0.5308 0.5103
C 0.8284 -1.5929 -0.2855
N 0.6200 2.2077 -0.8146
H 2.8145 -1.3379 -1.0718
N -1.9178 1.8427 -0.9035
C 1.3742 1.0043 -0.6334
H -1.0403 2.3525 -0.9724
H -0.4599 -0.1947 1.2993
C -0.1186 -2.5059 0.3310
C 2.5271 1.0221 0.3238
H 2.2552 -2.9762 -0.4987
C 2.0365 -1.9439 -0.6366
```

Summary:
SMILES	C=C(C)[C@H]1[C@H](C(C)=[NH2+])[C@]23C=C[C@]12N3
electronic energy	-14617.9660	eV
charge	+1



2.
Below is a single C5H6N2 molecule, with properties calculated with ωB97M-V with the def2-TZVPD basis set.

```
13
Properties=species:S:1:pos:R:3
H 3.1500 -0.6221 -0.1405
C -2.1564 -0.7291 -0.0381
H -3.2403 -1.0919 -0.1227
H 2.3022 0.5288 0.9530
C -0.3937 0.7226 0.1134
H -2.3851 1.6488 -0.2374
N -1.1770 -1.5864 0.0760
H 0.1833 1.5084 0.1695
C 0.0154 -0.7145 0.1533
N 1.1748 -1.1427 -0.0566
H 2.0917 0.7886 -0.8710
C 2.2180 -0.0530 -0.0137
C -1.7830 0.7425 0.0146
```

Summary:
SMILES	C/N=C1\C=CC=N1
electronic energy	-8259.8184	eV



Q: Which strongest force on any atom values were calculated for the entries above? A: 3.7, 7.5, in eV/A.
Q: Which energy relative to the best compared isomer or geometry (same formula, charge and spin) values were calculated for the entries above? A: 5.774, 2.540, in eV.
Q: Which LUMO values were calculated for the entries above? A: -4.02, -0.78, in eV.